ORCA calculation (the ωB97M-V functional and the def2-TZVPD basis) on C14H36F5InN12O12PS as an isolated structure.

The charge is -1. For the maximum force, the calculation gives 1.7 eV/A. The HOMO-LUMO gap is 8.199 eV.

Element x y z (Å)
C (2.986, -3.026, 2.436)
C (2.407, -1.957, 1.541)
O (3.066, -0.932, 1.269)
N (1.189, -2.143, 0.976)
C (0.200, -3.005, 1.639)
In (0.586, -0.249, 0.231)
C (0.379, 1.422, 1.660)
C (0.953, 1.201, 3.015)
O (2.157, 1.305, 3.211)
N (0.121, 0.853, 4.120)
C (-1.272, 1.292, 4.060)
C (0.297, -0.561, 4.499)
P (2.137, 0.266, -1.705)
O (1.858, 1.552, -2.399)
O (3.675, 0.131, -1.240)
O (2.060, -0.943, -2.789)
S (-1.693, -0.650, -0.866)
O (-1.761, -2.071, -1.197)
O (-1.783, 0.205, -2.036)
C (-3.224, -0.277, 0.161)
F (-3.114, 0.959, 0.707)
F (-4.284, -0.274, -0.684)
C (-3.569, -1.276, 1.288)
F (-4.787, -0.986, 1.767)
F (-2.699, -1.156, 2.295)
F (-3.583, -2.528, 0.871)
H (2.343, -3.272, 3.277)
H (3.944, -2.661, 2.804)
H (3.174, -3.913, 1.825)
H (0.231, -2.945, 2.728)
H (-0.790, -2.767, 1.254)
H (0.366, -4.058, 1.376)
H (-0.664, 1.733, 1.664)
H (0.943, 2.242, 1.208)
H (-1.833, 0.862, 4.892)
H (-1.325, 2.376, 4.148)
H (-1.803, 1.025, 3.143)
H (-0.660, -1.083, 4.477)
H (1.019, -1.037, 3.833)
H (0.727, -0.631, 5.504)
H (3.756, 0.315, -0.290)
H (2.318, -1.758, -2.334)
C (0.379, 0.685, -6.431)
O (-0.176, 0.834, -7.515)
N (0.520, -0.544, -5.845)
N (0.893, 1.693, -5.680)
H (0.979, -0.666, -4.959)
H (0.147, -1.341, -6.323)
H (0.831, 2.638, -6.023)
H (1.302, 1.532, -4.771)
C (-4.079, -1.320, -5.677)
O (-5.087, -1.604, -5.049)
N (-2.899, -0.972, -5.101)
N (-4.059, -1.327, -7.054)
H (-2.079, -0.741, -5.630)
H (-2.842, -0.936, -4.097)
H (-4.908, -1.574, -7.523)
H (-3.249, -1.081, -7.592)
C (2.893, 4.504, -5.412)
O (1.845, 4.758, -5.982)
N (4.090, 4.449, -6.079)
N (2.950, 4.230, -4.078)
H (4.959, 4.226, -5.635)
H (4.071, 4.628, -7.064)
H (2.085, 4.222, -3.569)
H (3.795, 3.988, -3.596)
C (-4.389, 3.770, 2.908)
O (-3.260, 3.546, 3.308)
N (-4.829, 3.394, 1.673)
N (-5.314, 4.430, 3.680)
H (-5.755, 3.574, 1.337)
H (-4.183, 2.908, 1.080)
H (-5.021, 4.721, 4.593)
H (-6.247, 4.628, 3.377)
C (3.787, -4.153, 6.121)
O (3.067, -4.264, 5.147)
N (4.162, -5.229, 6.885)
N (4.278, -2.943, 6.526)
H (4.755, -5.157, 7.688)
H (3.816, -6.127, 6.608)
H (4.021, -2.139, 5.983)
H (4.873, -2.824, 7.323)

ORCA calculation (the ωB97M-V functional and the def2-TZVPD basis) on a 9-piece molecular cluster, C14H37Cl10O10P overall.

For the energy above the lowest of the compared OMol25 structures with the same formula, charge and spin, the calculation gives 21.2 kcal per mole. For the maximum force, the calculation gives 4.6 eV/A. The HOMO-LUMO gap is 9.458 eV.

Element x y z (Å)
C (-0.435, -1.630, 0.720)
O (-0.539, -0.616, -0.351)
P (0.427, -0.617, -1.684)
O (1.455, -1.661, -1.703)
O (-0.597, -0.472, -2.935)
C (-1.633, 0.587, -2.752)
O (1.082, 0.872, -1.522)
C (1.973, 1.160, -0.527)
H (-1.392, -1.941, 1.139)
H (0.222, -1.271, 1.512)
H (0.012, -2.439, 0.141)
H (-2.275, 0.516, -1.874)
H (-2.172, 0.590, -3.699)
H (-1.232, 1.600, -2.723)
H (2.862, 1.621, -0.956)
H (2.299, 0.197, -0.132)
H (1.445, 1.781, 0.197)
C (-3.986, 2.694, 1.833)
C (-2.850, 3.300, 1.003)
O (-2.875, 2.505, -0.139)
O (-3.488, 1.480, 2.348)
H (-4.851, 2.403, 1.238)
H (-4.234, 3.435, 2.593)
H (-1.856, 3.280, 1.449)
H (-3.040, 4.344, 0.755)
H (-2.733, 1.650, 0.274)
H (-4.225, 1.227, 2.909)
C (1.467, 6.382, 0.752)
C (0.398, 5.308, 0.630)
O (0.890, 4.121, -0.155)
O (0.916, 7.610, 1.174)
H (2.025, 6.382, -0.184)
H (2.149, 5.960, 1.491)
H (-0.579, 5.640, 0.280)
H (0.339, 4.928, 1.650)
H (0.590, 4.177, -1.065)
H (0.327, 7.775, 0.434)
C (1.297, -4.355, -4.016)
C (2.359, -4.853, -2.998)
O (3.057, -3.787, -2.409)
O (0.248, -3.691, -3.406)
H (0.900, -5.227, -4.536)
H (1.600, -3.570, -4.709)
H (3.026, -5.547, -3.510)
H (1.871, -5.492, -2.262)
H (2.427, -3.224, -1.953)
H (0.665, -2.948, -2.962)
C (2.333, 2.113, 3.918)
Cl (0.676, 2.475, 4.579)
Cl (2.345, 0.697, 2.815)
H (2.788, 3.030, 3.543)
H (2.838, 1.787, 4.827)
C (2.368, 0.793, -4.265)
Cl (3.797, 0.133, -5.010)
Cl (1.860, 2.285, -5.212)
H (1.582, 0.041, -4.189)
H (2.694, 1.157, -3.290)
C (-2.156, -5.474, -0.157)
Cl (-3.278, -6.780, 0.431)
Cl (-0.654, -5.256, 0.781)
H (-1.921, -5.615, -1.212)
H (-2.579, -4.469, -0.169)
C (-3.341, -1.927, 3.493)
Cl (-3.019, -3.312, 4.548)
Cl (-4.147, -2.545, 2.023)
H (-3.923, -1.149, 3.986)
H (-2.399, -1.569, 3.078)
C (2.213, -3.472, 3.276)
Cl (2.772, -2.688, 1.773)
Cl (0.931, -2.507, 4.045)
H (1.853, -4.473, 3.038)
H (3.034, -3.462, 3.993)

ORCA calculation (the ωB97M-V functional and the def2-TZVPD basis) on a 3-piece molecular cluster, C14H37N3O3P overall.

The charge is -1. For the maximum force, the calculation gives 6.5 eV/A. The HOMO-LUMO gap is 5.769 eV.

Element x y z (Å)
C (7.044, -0.337, -0.138)
C (5.876, -0.197, -0.752)
C (4.575, -0.066, -1.724)
P (3.006, 0.397, -0.718)
C (2.229, -1.346, -0.853)
C (0.722, -1.374, -1.470)
O (0.641, -0.807, -2.822)
C (-0.402, -0.798, -0.455)
N (-0.865, 0.592, -0.759)
H (8.079, -0.774, 0.141)
H (4.776, 0.831, -2.445)
H (4.471, -0.991, -2.400)
H (2.417, 0.870, -1.957)
H (1.870, 0.825, 0.075)
H (3.717, -0.031, 0.493)
H (3.604, 1.726, -0.516)
H (2.860, -2.128, -1.417)
H (2.131, -1.750, 0.240)
H (0.470, -2.510, -1.606)
H (-0.303, -0.627, -3.063)
H (-0.046, -0.937, 0.631)
H (-1.330, -1.498, -0.576)
H (-0.094, 1.281, -0.756)
H (-1.502, 0.856, 0.023)
C (1.241, 4.128, 2.504)
C (0.906, 2.703, 2.935)
C (0.777, 2.528, 4.463)
O (2.016, 2.517, 5.171)
C (2.581, 3.800, 5.382)
N (1.910, 1.789, 2.371)
H (2.297, 4.376, 2.641)
H (1.024, 4.262, 1.441)
H (0.644, 4.858, 3.060)
H (-0.067, 2.453, 2.496)
H (0.327, 1.546, 4.652)
H (0.093, 3.268, 4.898)
H (1.818, 4.563, 5.562)
H (3.206, 4.077, 4.531)
H (3.231, 3.745, 6.258)
H (1.624, 0.831, 2.567)
H (2.766, 1.903, 2.917)
C (-6.047, -2.644, -3.357)
C (-5.693, -2.329, -1.906)
C (-4.287, -1.719, -1.725)
O (-3.214, -2.648, -1.851)
C (-2.880, -2.980, -3.189)
N (-5.856, -3.550, -1.101)
H (-5.581, -3.564, -3.717)
H (-7.128, -2.779, -3.460)
H (-5.749, -1.826, -4.020)
H (-6.417, -1.588, -1.550)
H (-4.217, -1.332, -0.701)
H (-4.132, -0.860, -2.389)
H (-2.990, -2.127, -3.865)
H (-3.488, -3.821, -3.528)
H (-1.838, -3.305, -3.208)
H (-5.726, -3.312, -0.119)
H (-5.063, -4.160, -1.310)

ORCA calculation (the ωB97M-V functional and the def2-TZVPD basis) on a 2-piece molecular cluster, C14H37N4O9P2S2 overall.

The charge is +1. For the maximum force, the calculation gives 6.9 eV/A. The HOMO-LUMO gap is 8.153 eV.

Element x y z (Å)
C (-0.508, 2.136, -5.641)
C (0.488, 2.659, -4.537)
C (0.227, 2.095, -3.086)
C (0.123, 0.508, -3.039)
C (1.413, -0.205, -3.625)
N (-0.330, 0.047, -1.697)
C (0.399, 0.596, -0.593)
N (1.715, 0.102, -0.340)
P (2.998, 1.222, -0.878)
N (4.199, 0.331, -1.829)
O (3.916, 1.707, 0.486)
N (-0.146, 1.505, 0.174)
C (-1.513, 2.050, -0.057)
C (-2.359, 2.180, 1.298)
C (0.591, 2.108, 1.325)
C (0.586, 3.699, 1.228)
C (1.413, 4.250, 2.484)
S (0.682, 5.905, 2.884)
O (0.767, 6.737, 1.650)
O (1.457, 6.607, 3.952)
O (-0.887, 5.756, 3.415)
P (-0.617, -1.684, -1.583)
O (-1.894, -2.128, -2.604)
O (-0.936, -2.119, 0.036)
H (-1.574, 2.351, -5.390)
H (-0.387, 1.012, -5.684)
H (-0.183, 2.512, -6.642)
H (0.335, 3.776, -4.469)
H (1.554, 2.449, -4.797)
H (1.038, 2.494, -2.423)
H (-0.738, 2.528, -2.687)
H (-0.719, 0.266, -3.750)
H (1.731, -1.125, -3.081)
H (2.232, 0.568, -3.661)
H (1.195, -0.445, -4.704)
H (1.885, -0.777, -0.837)
H (3.792, -0.528, -2.212)
H (4.898, 0.021, -1.134)
H (4.046, 2.665, 0.422)
H (-2.136, 1.428, -0.736)
H (-1.391, 3.048, -0.561)
H (-2.366, 3.226, 1.697)
H (-3.429, 1.955, 1.030)
H (-1.965, 1.425, 2.018)
H (1.667, 1.816, 1.360)
H (0.152, 1.787, 2.312)
H (1.069, 4.077, 0.296)
H (-0.438, 4.135, 1.314)
H (2.483, 4.418, 2.220)
H (1.263, 3.583, 3.372)
H (-1.062, 4.802, 3.509)
H (-2.748, -1.772, -2.287)
H (-0.461, -2.943, 0.248)
O (-0.812, -7.628, 1.522)
S (-1.165, -6.293, 1.911)
O (-0.170, -5.270, 2.109)
O (-2.108, -6.358, 3.214)
C (-1.637, -7.080, 4.360)
C (-0.610, -6.285, 5.144)
C (-2.384, -5.678, 0.794)
H (-1.242, -8.054, 4.064)
H (-2.508, -7.263, 4.991)
H (0.311, -6.161, 4.572)
H (-0.363, -6.793, 6.077)
H (-0.987, -5.286, 5.371)
H (-3.166, -6.426, 0.674)
H (-1.894, -5.492, -0.161)
H (-2.790, -4.751, 1.193)

ORCA calculation (the ωB97M-V functional and the def2-TZVPD basis) on a 3-piece molecular cluster, C14H37N8O4S overall.

The charge is +1. For the energy above the lowest of the compared OMol25 structures with the same formula, charge and spin, the calculation gives 11.0 kcal per mole. For the maximum force, the calculation gives 1.9 eV/A. The HOMO-LUMO gap is 8.814 eV.

Element x y z (Å)
C (-2.347, 2.452, -0.967)
C (-1.719, 2.478, 0.416)
O (-0.293, 2.517, 0.438)
C (0.331, 1.668, -0.482)
C (1.751, 1.388, 0.021)
N (1.785, 0.115, 0.751)
C (2.526, -0.936, 0.505)
N (2.405, -2.039, 1.293)
C (1.045, -2.528, 1.676)
C (0.918, -4.043, 1.535)
N (-0.490, -4.464, 1.522)
N (3.471, -0.993, -0.519)
S (4.866, 0.019, -0.324)
C (2.908, -1.064, -1.888)
C (2.152, -2.385, -2.092)
C (0.625, -2.269, -1.869)
C (-0.233, -2.396, -3.143)
O (-1.283, -3.321, -2.961)
C (-2.380, -2.767, -2.276)
H (-1.822, 3.123, -1.642)
H (-2.313, 1.446, -1.384)
H (-3.392, 2.738, -0.914)
H (-2.047, 3.375, 0.937)
H (-2.064, 1.631, 1.018)
H (-0.199, 0.713, -0.566)
H (0.389, 2.125, -1.472)
H (2.002, 2.179, 0.733)
H (2.479, 1.415, -0.778)
H (1.138, 0.055, 1.524)
H (2.924, -2.779, 0.832)
H (0.269, -2.017, 1.105)
H (0.877, -2.282, 2.726)
H (1.413, -4.401, 0.635)
H (1.367, -4.495, 2.417)
H (-1.096, -3.726, 1.854)
H (-0.795, -4.669, 0.580)
H (4.358, 1.100, 0.303)
H (3.762, -1.043, -2.555)
H (2.233, -0.239, -2.111)
H (2.336, -2.728, -3.107)
H (2.573, -3.141, -1.430)
H (0.423, -1.314, -1.379)
H (0.293, -3.063, -1.199)
H (0.366, -2.730, -3.984)
H (-0.681, -1.424, -3.368)
H (-3.081, -3.571, -2.080)
H (-2.096, -2.325, -1.314)
H (-2.871, -1.991, -2.868)
C (3.652, 2.977, 3.156)
O (3.215, 3.392, 2.093)
N (4.285, 3.767, 4.061)
N (3.529, 1.651, 3.486)
H (4.648, 3.433, 4.933)
H (4.384, 4.739, 3.831)
H (3.064, 1.085, 2.806)
H (3.872, 1.226, 4.326)
C (-6.358, 2.830, -0.705)
O (-5.605, 2.328, -1.525)
N (-6.095, 2.818, 0.640)
N (-7.522, 3.442, -1.066)
H (-6.700, 3.225, 1.326)
H (-5.254, 2.364, 0.940)
H (-7.742, 3.467, -2.043)
H (-8.156, 3.860, -0.412)

ORCA calculation (the ωB97M-V functional and the def2-TZVPD basis) on C14H38BaO12 as an isolated structure.

For the energy above the lowest of the compared OMol25 structures with the same formula, charge and spin, the calculation gives 42.5 kcal per mole. For the maximum force, the calculation gives 7.2 eV/A. The HOMO-LUMO gap is 8.247 eV.

Element x y z (Å)
Ba (-0.188, 0.022, 0.356)
O (-3.909, 1.403, 3.446)
C (-2.729, 1.566, 2.932)
O (-2.328, 0.686, 2.097)
O (-1.937, 2.511, 3.202)
H (-4.006, 0.693, 2.807)
O (4.632, -0.866, -0.899)
C (3.328, -0.812, -1.174)
O (2.515, -0.448, -0.304)
O (3.005, -1.228, -2.289)
H (4.999, -1.063, -1.764)
C (-0.420, -0.121, -4.256)
C (-0.129, -1.449, -3.567)
O (0.273, -1.258, -2.223)
H (-0.579, -0.194, -5.332)
H (0.473, 0.471, -4.059)
H (-1.255, 0.450, -3.849)
H (0.654, -1.937, -4.148)
H (-0.972, -2.134, -3.648)
H (1.228, -1.252, -2.124)
C (0.829, -3.933, -0.056)
C (-0.645, -3.612, -0.258)
O (-0.999, -2.706, 0.738)
H (1.184, -4.206, 0.937)
H (1.379, -3.074, -0.440)
H (1.114, -4.778, -0.683)
H (-1.265, -4.442, 0.082)
H (-0.881, -3.298, -1.275)
H (-1.803, -3.033, 1.148)
C (1.394, 3.037, -1.736)
C (-0.121, 3.305, -1.848)
O (-0.840, 2.180, -1.444)
H (1.679, 2.180, -2.346)
H (1.655, 2.658, -0.748)
H (1.946, 3.942, -1.992)
H (-0.315, 3.672, -2.856)
H (-0.414, 4.171, -1.254)
H (-1.771, 2.292, -1.652)
C (1.078, -0.713, 5.156)
C (0.258, -0.142, 3.992)
O (0.790, -0.807, 2.862)
H (1.151, -1.800, 5.184)
H (0.725, -0.359, 6.125)
H (2.140, -0.500, 5.037)
H (0.446, 0.926, 3.880)
H (-0.813, -0.315, 4.104)
H (1.717, -0.964, 3.059)
C (-3.697, -1.579, -2.558)
C (-3.571, -0.872, -1.293)
O (-2.476, -0.034, -1.315)
H (-3.545, -0.951, -3.436)
H (-4.657, -2.081, -2.680)
H (-2.855, -2.262, -2.667)
H (-3.510, -1.510, -0.411)
H (-4.458, -0.254, -1.156)
H (-2.728, 0.748, -1.810)
C (3.162, 2.406, 1.977)
C (1.753, 3.036, 2.139)
O (0.689, 2.197, 1.648)
H (3.916, 3.146, 2.245)
H (3.316, 2.056, 0.956)
H (3.309, 1.557, 2.645)
H (1.681, 3.873, 1.445)
H (1.437, 3.360, 3.131)
H (-0.039, 2.448, 2.221)

ORCA calculation (the ωB97M-V functional and the def2-TZVPD basis) on C14H39BrN3O6PS as an isolated structure.

For the maximum force, the calculation gives 2.4 eV/A. The HOMO-LUMO gap is 6.749 eV.

Element x y z (Å)
C (2.243, -2.521, 0.384)
P (2.414, -0.760, 0.997)
C (1.934, -0.599, 2.799)
O (1.573, 0.351, -0.021)
S (2.593, 1.688, -0.356)
O (2.220, 2.712, 0.639)
O (4.147, 1.097, -0.037)
Br (5.387, 2.455, -0.146)
H (3.179, -2.748, -0.170)
H (1.422, -2.570, -0.361)
H (2.098, -3.241, 1.214)
H (1.563, -1.535, 3.264)
H (1.217, 0.247, 2.971)
H (2.862, -0.300, 3.335)
C (-0.056, 3.766, 2.824)
C (-0.737, 2.654, 3.614)
C (-1.801, 3.168, 4.600)
O (-1.273, 3.738, 5.787)
C (-0.870, 5.092, 5.666)
N (0.287, 1.849, 4.295)
H (0.667, 4.321, 3.423)
H (0.488, 3.348, 1.980)
H (-0.791, 4.472, 2.430)
H (-1.249, 2.011, 2.890)
H (-2.397, 2.312, 4.929)
H (-2.496, 3.863, 4.113)
H (-1.513, 5.651, 4.982)
H (0.171, 5.154, 5.342)
H (-0.936, 5.549, 6.655)
H (-0.170, 1.057, 4.742)
H (0.631, 2.400, 5.079)
C (0.844, -5.728, -4.580)
C (-0.193, -5.462, -3.493)
C (0.348, -4.622, -2.322)
O (1.168, -5.342, -1.413)
C (2.520, -5.476, -1.814)
N (-0.743, -6.742, -3.037)
H (1.573, -6.484, -4.285)
H (0.356, -6.094, -5.485)
H (1.384, -4.815, -4.841)
H (-1.003, -4.889, -3.954)
H (-0.507, -4.278, -1.732)
H (0.864, -3.721, -2.677)
H (2.878, -4.596, -2.356)
H (2.652, -6.374, -2.422)
H (3.125, -5.597, -0.914)
H (-1.501, -6.559, -2.384)
H (-0.033, -7.190, -2.461)
C (-1.289, 1.829, -0.906)
C (-1.361, 1.508, -2.395)
C (-1.746, 2.718, -3.265)
O (-3.125, 3.048, -3.233)
C (-3.518, 3.841, -2.127)
N (-2.278, 0.380, -2.596)
H (-2.276, 1.928, -0.451)
H (-0.774, 1.029, -0.373)
H (-0.735, 2.754, -0.730)
H (-0.360, 1.191, -2.705)
H (-1.532, 2.464, -4.308)
H (-1.133, 3.595, -3.027)
H (-2.738, 4.548, -1.831)
H (-3.795, 3.209, -1.281)
H (-4.404, 4.407, -2.420)
H (-2.251, 0.106, -3.575)
H (-3.224, 0.733, -2.472)

| no. | lowest unoccupied orbital energy (eV) | HOMO level (eV) | DFT total energy (eV) |
| --- | --- | --- | --- |
| 1 | 1.9399 | -6.26 | -96449.1356 |
| 2 | 0.1900 | -9.27 | -170105.0263 |
| 3 | 2.5964 | -3.17 | -35011.4788 |
| 4 | -3.6955 | -11.85 | -79746.4594 |
| 5 | -3.0804 | -11.89 | -46058.3623 |
| 6 | -0.1629 | -8.41 | -40401.0700 |
| 7 | -0.9213 | -7.67 | -122067.3781 |